1.
{
  "formula": "C24H60BF4N4Na3O12P",
  "method": "ωB97M-V/def2-TZVPD",
  "species": ["Na", "Na", "Na", "B", "F", "F", "F", "F", "P", "O", "O", "O", "O", "C", "O", "C", "C", "N", "C", "C", "O", "C", "H", "H", "H", "H", "H", "H", "H", "H", "H", "H", "H", "H", "H", "H", "H", "C", "O", "C", "C", "N", "C", "C", "O", "C", "H", "H", "H", "H", "H", "H", "H", "H", "H", "H", "H", "H", "H", "H", "H", "C", "O", "C", "C", "N", "C", "C", "O", "C", "H", "H", "H", "H", "H", "H", "H", "H", "H", "H", "H", "H", "H", "H", "H", "C", "O", "C", "C", "N", "C", "C", "O", "C", "H", "H", "H", "H", "H", "H", "H", "H", "H", "H", "H", "H", "H", "H", "H"],
  "coordinates": [[2.46275, -4.19580, 0.64849], [2.43007, -1.38761, 3.38702], [-0.78901, -3.22032, 2.77619], [0.70767, -1.60022, 0.78185], [2.00747, -1.92480, 0.51146], [0.30784, -0.72900, -0.17195], [-0.12254, -2.72577, 0.64861], [0.60752, -0.97341, 1.99073], [1.97129, -4.16056, 3.52549], [2.20527, -5.34337, 4.47883], [1.12461, -3.10647, 4.35281], [1.02293, -4.74528, 2.40856], [3.33765, -3.65292, 2.95676], [4.73276, 0.38724, -3.13062], [3.90859, 1.22490, -2.36296], [4.03372, 1.05567, -0.96163], [3.08969, 1.89408, -0.02890], [2.40487, 1.09035, 0.92539], [1.98721, 1.93622, 2.08037], [3.14375, 2.27703, 3.04818], [3.56517, 1.00400, 3.68661], [4.80893, 0.49962, 3.18420], [4.62799, 0.61641, -4.19109], [4.43356, -0.66012, -3.09026], [5.79677, 0.31727, -2.90459], [5.04682, 1.42770, -0.80901], [4.06694, 0.00532, -0.67218], [2.42917, 2.54509, -0.60162], [3.81926, 2.56140, 0.42992], [1.68973, 0.50052, 0.52443], [1.22592, 1.40838, 2.65475], [1.44412, 2.83496, 1.78810], [2.66835, 3.01423, 3.69520], [4.03937, 2.72070, 2.61329], [4.98315, -0.45864, 3.67358], [5.55460, 1.24908, 3.44951], [4.76077, 0.44049, 2.09687], [-0.27670, 5.87803, 5.22579], [-0.80128, 4.59305, 5.29393], [-0.18600, 3.62981, 6.17043], [-1.05389, 2.32936, 5.92723], [-0.83096, 1.80932, 4.45017], [-2.05319, 1.08261, 4.07630], [-1.98087, 0.83052, 2.54779], [-3.26319, 0.52282, 2.05144], [-3.36883, 0.40764, 0.65050], [0.78934, 5.67543, 5.12282], [-0.44891, 6.32347, 6.20559], [-0.63480, 6.47057, 4.38390], [-0.27706, 4.00838, 7.18851], [0.86967, 3.43923, 5.97726], [-2.05031, 2.71638, 6.14044], [-0.86373, 1.54810, 6.66315], [-0.77531, 2.61785, 3.84745], [-2.86382, 1.78562, 4.26799], [-2.19848, 0.12342, 4.57324], [-1.38282, -0.04621, 2.29923], [-1.52966, 1.62721, 1.95635], [-2.50441, 0.89830, 0.20314], [-4.35734, 0.84622, 0.51411], [-3.08508, -0.51630, 0.14660], [-4.29844, -4.11104, 1.42004], [-3.66197, -3.45567, 0.28841], [-2.79524, -4.24256, -0.45337], [-2.43183, -3.32608, -1.63387], [-1.79748, -4.06092, -2.72546], [-2.75659, -4.78969, -3.55449], [-2.20302, -4.86779, -5.06514], [-2.06140, -3.53911, -5.67774], [-3.09029, -2.57296, -5.49501], [-3.56638, -4.54199, 2.10303], [-5.02464, -4.84159, 1.06366], [-4.80327, -3.40306, 2.07732], [-3.22431, -5.16780, -0.83800], [-1.89044, -4.50209, 0.09625], [-1.67738, -2.64577, -1.23882], [-3.16619, -2.65365, -2.07735], [-1.56723, -3.26681, -3.30552], [-3.74288, -4.32916, -3.49749], [-2.83696, -5.82924, -3.23673], [-2.78991, -5.58231, -5.64232], [-1.15863, -5.16755, -4.97861], [-2.67690, -1.84104, -4.80110], [-3.94173, -3.06326, -5.02303], [-3.35194, -1.90665, -6.31700], [-0.43255, 5.83003, -3.74662], [-0.92021, 4.69471, -3.07069], [0.12154, 3.92307, -2.47680], [-0.54351, 2.55923, -2.11505], [-1.11656, 1.87120, -3.27476], [-0.12072, 1.02144, -3.95814], [0.02603, -0.32330, -3.32861], [0.14935, -1.28069, -4.33391], [0.98451, -2.36475, -4.03673], [0.21829, 5.33603, -4.46807], [0.13711, 6.58081, -3.19899], [-1.04780, 6.30927, -4.50813], [0.39551, 4.37293, -1.52252], [0.98280, 3.80482, -3.13434], [-1.38241, 2.70804, -1.43520], [0.15122, 1.87647, -1.62590], [-1.47806, 2.48509, -3.99070], [0.87824, 1.43147, -4.10674], [-0.44900, 0.89187, -4.98942], [-0.76346, -0.52454, -2.60452], [0.90172, -0.18909, -2.69359], [0.81358, -2.80296, -3.05344], [2.03282, -2.20747, -4.29055], [0.56957, -3.02305, -4.79997]],
  "forces_ev_per_a": [[-0.3, 0.0, 1.4], [-0.1, -0.6, 0.2], [1.3, -0.6, 0.5], [-0.6, -0.8, -0.9], [1.7, -0.8, -0.1], [-0.9, 1.9, -1.8], [-0.3, -0.3, 0.5], [-0.2, 0.1, 1.7], [-0.7, -4.2, 3.4], [0.6, 0.6, -0.3], [0.2, 1.6, -1.7], [-0.1, 1.5, -1.7], [-0.9, 1.6, -1.1], [-0.4, -1.0, -0.5], [-0.8, 0.1, -0.5], [1.1, 0.4, 0.1], [1.2, -0.5, -1.8], [0.4, 1.0, 1.8], [0.3, -1.1, -0.6], [-0.6, -2.0, -0.6], [-0.9, 1.2, -0.1], [-0.6, 1.2, 0.1], [0.0, 0.5, 0.1], [-0.5, -0.3, 0.4], [0.2, 0.8, 0.5], [0.4, -0.1, 0.7], [-0.5, -0.2, 0.0], [-0.2, 0.1, -0.5], [-0.4, 0.1, 0.6], [-0.2, 0.4, 0.1], [0.2, -0.3, 0.2], [0.2, 0.6, -0.4], [0.5, -0.4, 0.9], [-0.1, 0.1, -0.3], [0.2, 0.1, -0.2], [0.6, -0.3, 0.1], [0.1, -0.4, -0.1], [1.5, -0.9, 1.1], [-1.1, -1.5, -0.8], [-1.3, -0.6, -0.7], [1.6, 1.2, -1.5], [-0.5, -0.1, 3.4], [0.5, 0.9, -1.9], [-0.2, -1.5, 0.0], [-0.5, -0.2, 0.8], [1.1, 0.8, 0.2], [0.5, 1.0, -0.2], [0.0, 0.8, -0.1], [-0.3, -0.3, 0.2], [-0.1, -0.2, 0.3], [0.2, 0.2, -0.4], [-0.5, -0.3, -0.5], [0.4, -0.1, -0.3], [-0.1, 0.3, 0.1], [-0.7, -0.5, 0.0], [0.2, 0.2, 0.3], [0.6, 0.1, 0.5], [0.0, 0.7, 0.2], [-0.3, 1.6, -0.2], [0.3, -0.3, -1.2], [-1.2, -1.2, 0.8], [0.7, 0.5, -0.6], [-1.6, 0.0, 2.2], [0.1, 0.7, -1.4], [1.4, -0.4, 0.5], [-0.2, 0.4, -0.5], [1.0, -0.4, -1.5], [-0.3, 2.0, 1.9], [-0.1, -1.0, -0.6], [0.5, -0.1, 1.5], [0.3, -0.6, -0.3], [0.1, -0.2, 0.1], [-0.2, 0.5, -0.6], [-0.5, -0.2, 0.1], [0.2, 0.0, 0.1], [0.2, 0.1, 0.0], [-1.1, -0.3, 0.6], [0.9, -0.1, -0.6], [-0.3, -0.1, -0.1], [-0.1, -0.1, 0.2], [-0.1, 0.2, -0.3], [-0.1, -0.4, -0.1], [-0.1, 0.1, 0.6], [-0.4, 0.4, -0.4], [0.0, -0.9, -0.8], [1.4, -1.2, -1.9], [-0.7, 0.7, 0.5], [-1.4, -1.0, 0.9], [-0.5, 0.5, -1.0], [1.3, -0.7, -0.5], [-1.2, 0.5, -1.0], [0.5, 0.7, 1.1], [0.1, 0.7, 0.4], [-1.0, -0.9, -1.4], [1.2, 0.5, -0.2], [-0.2, -0.1, 0.5], [-1.3, 0.0, 0.9], [0.5, 0.3, 0.0], [0.1, 0.0, -0.1], [0.2, 0.4, 0.3], [0.2, 0.1, 0.0], [-0.1, 0.6, 0.5], [0.2, 0.6, 0.4], [-0.4, -0.2, 0.0], [-0.5, -0.2, -0.2], [0.5, -0.9, 0.0], [0.2, 0.2, 0.1], [0.2, 0.4, 0.4], [0.6, -1.0, 0.2]],
  "total_charge": -1,
  "relative_energy_ev": 6.330,
  "homo_lumo_gap_ev": 4.145,
  "max_force_ev_per_a": 5.47,
  "lumo_ev": 1.7
}

***

2.
{
  "formula": "C24H60BF4N4Na5O12P",
  "method": "ωB97M-V/def2-TZVPD",
  "species": ["Na", "Na", "Na", "Na", "Na", "B", "F", "F", "F", "F", "P", "O", "O", "O", "O", "C", "O", "C", "C", "N", "C", "C", "O", "C", "H", "H", "H", "H", "H", "H", "H", "H", "H", "H", "H", "H", "H", "H", "H", "C", "O", "C", "C", "N", "C", "C", "O", "C", "H", "H", "H", "H", "H", "H", "H", "H", "H", "H", "H", "H", "H", "H", "H", "C", "O", "C", "C", "N", "C", "C", "O", "C", "H", "H", "H", "H", "H", "H", "H", "H", "H", "H", "H", "H", "H", "H", "H", "C", "O", "C", "C", "N", "C", "C", "O", "C", "H", "H", "H", "H", "H", "H", "H", "H", "H", "H", "H", "H", "H", "H", "H"],
  "coordinates": [[-8.64164, 8.67877, -16.49712], [-6.11088, 12.09386, -17.12307], [-9.29697, 12.18266, -14.74074], [-9.24619, 14.04225, -18.28783], [-8.61619, 10.71509, -20.28415], [-7.12763, 14.30469, -15.32015], [-8.41339, 14.33070, -14.83134], [-7.18358, 14.50999, -16.66657], [-6.30984, 15.27020, -14.77948], [-6.52584, 13.10540, -15.03475], [-8.93073, 11.38844, -17.51573], [-10.10152, 12.28139, -16.96457], [-8.03801, 10.97309, -16.27342], [-7.99220, 12.13214, -18.52281], [-9.35728, 10.00773, -18.12503], [-8.09958, 5.63640, -18.45159], [-9.14962, 6.45653, -17.95577], [-10.04922, 7.04980, -18.90291], [-11.29141, 7.23761, -18.11379], [-11.18859, 8.35220, -17.14557], [-12.49847, 8.81523, -16.62277], [-13.49779, 7.66214, -16.43071], [-14.29993, 7.55186, -17.62328], [-15.30633, 6.48201, -17.48603], [-8.48103, 4.89904, -19.15791], [-7.67329, 5.04781, -17.63923], [-7.30985, 6.18417, -18.96576], [-10.12116, 6.39052, -19.76792], [-9.66971, 7.93680, -19.41019], [-11.60768, 6.33743, -17.58676], [-12.13715, 7.47557, -18.75894], [-10.70873, 9.16993, -17.49363], [-12.90514, 9.57612, -17.28893], [-12.31680, 9.29143, -15.65927], [-14.12010, 8.07693, -15.63774], [-13.13810, 6.75169, -15.95134], [-15.97513, 6.77189, -16.67561], [-14.80827, 5.53869, -17.26202], [-15.93463, 6.39307, -18.37227], [-11.80989, 19.19073, -19.61536], [-11.99981, 17.82045, -19.22495], [-13.25183, 17.27448, -19.62186], [-13.07239, 15.79580, -19.70993], [-13.27308, 15.15968, -18.38280], [-12.94284, 13.75449, -18.40581], [-13.31331, 13.17761, -16.99246], [-14.70452, 13.14207, -16.67728], [-15.27635, 14.34394, -16.22530], [-12.05145, 19.34334, -20.66723], [-10.81087, 19.55621, -19.37769], [-12.37143, 19.81449, -18.91987], [-13.60042, 17.63349, -20.59021], [-13.98494, 17.67734, -18.92305], [-12.06223, 15.61828, -20.07896], [-13.74330, 15.34988, -20.44417], [-12.78385, 15.52011, -17.57606], [-11.89759, 13.49482, -18.57351], [-13.56878, 13.18745, -19.09484], [-12.73074, 13.59151, -16.16942], [-12.99627, 12.14216, -17.11656], [-16.20832, 14.18536, -15.68275], [-15.56647, 14.93740, -17.09232], [-14.66873, 14.94866, -15.55209], [-3.36697, 14.15182, -18.19996], [-3.89580, 12.86452, -18.09445], [-3.36116, 11.95146, -19.10836], [-3.83593, 10.49957, -18.76212], [-5.30241, 10.43885, -18.62723], [-5.84090, 9.13434, -18.25544], [-5.51871, 8.72578, -16.79490], [-6.34802, 7.68120, -16.44069], [-6.04019, 7.07597, -15.13666], [-2.31626, 14.17410, -17.91079], [-3.96032, 14.80938, -17.56463], [-3.47307, 14.63969, -19.16889], [-2.27300, 11.93485, -19.16951], [-3.69730, 12.26826, -20.09565], [-3.27845, 10.28131, -17.85125], [-3.41115, 9.89709, -19.56504], [-5.77777, 10.62262, -19.49921], [-5.46885, 8.38160, -18.95047], [-6.92203, 9.15139, -18.39316], [-5.68730, 9.53103, -16.07988], [-4.44658, 8.53086, -16.82033], [-6.76093, 6.26703, -15.01729], [-6.19041, 7.77811, -14.31658], [-5.01191, 6.75234, -14.97535], [-11.22895, 10.63183, -25.98289], [-11.56811, 10.47449, -24.66554], [-10.50322, 9.92913, -23.89688], [-10.83830, 9.50713, -22.46748], [-11.07686, 10.63708, -21.55803], [-11.62731, 10.28273, -20.25763], [-13.13817, 10.09854, -20.22726], [-13.76358, 11.24184, -20.88258], [-15.13625, 10.96944, -21.13799], [-10.84505, 9.79343, -26.56410], [-10.37606, 11.30236, -26.08810], [-12.07750, 11.05626, -26.51947], [-9.69733, 10.65832, -23.81365], [-10.03742, 9.04303, -24.32811], [-10.01894, 8.93468, -22.03267], [-11.74214, 8.90181, -22.39852], [-11.89354, 11.06666, -21.96863], [-11.35926, 10.98688, -19.46995], [-11.08913, 9.43509, -19.83342], [-13.39842, 10.06673, -19.16927], [-13.42711, 9.11385, -20.59470], [-15.59831, 11.86931, -21.54398], [-15.59796, 10.74687, -20.17601], [-15.20346, 10.15855, -21.86327]],
  "forces_ev_per_a": [[0.0, -0.2, -0.2], [-0.2, 0.3, 0.0], [0.3, 0.2, -0.6], [0.3, -0.1, 0.3], [0.1, 0.1, -0.2], [1.4, 1.2, 0.8], [-1.5, -0.2, 0.9], [-0.3, -0.1, -2.4], [0.0, 0.9, 0.6], [0.4, -1.9, 0.2], [0.9, -1.2, 1.5], [1.0, -0.4, -1.0], [-0.6, 0.1, 0.0], [-1.3, 0.1, 0.2], [0.0, 1.6, -0.6], [-0.3, -0.1, -0.4], [1.0, 0.2, 0.2], [1.0, -1.2, -0.2], [-1.5, 1.7, -0.1], [-0.5, -0.8, 1.2], [1.2, -1.5, -0.4], [-1.2, 2.2, 0.2], [-0.4, -1.8, 0.4], [0.8, 1.4, 0.3], [-0.3, 0.0, -0.2], [0.0, 0.4, 0.2], [0.0, 0.3, 0.1], [-0.7, -0.6, 0.1], [0.3, 0.5, 0.7], [0.4, -0.2, -0.1], [-0.1, -0.2, -0.6], [0.3, 0.0, -0.8], [-0.5, -0.1, 0.0], [-0.1, 0.0, 0.1], [-0.7, -0.1, 0.1], [0.5, -0.4, -0.8], [0.0, -0.2, 0.3], [-0.1, -0.1, 0.0], [0.5, 0.2, -0.2], [-0.2, -0.4, 1.2], [0.9, 0.7, -0.7], [0.2, 1.1, -0.2], [0.0, -0.3, 1.8], [-0.2, -0.6, -1.5], [-1.5, -0.3, 2.2], [0.1, -0.8, -1.3], [0.6, -0.2, 0.3], [-0.7, 0.6, -0.6], [-0.1, 0.1, 0.1], [0.4, -0.8, -0.4], [-0.8, 0.3, -0.4], [0.4, 0.3, -0.4], [-0.4, -0.7, 0.3], [0.3, 0.0, -0.2], [-0.3, -0.1, 0.3], [0.3, 1.0, -0.4], [0.4, 0.0, -0.2], [0.1, 0.2, -0.4], [0.1, 0.4, 0.0], [-0.1, -0.2, 0.6], [0.0, -0.7, 0.1], [0.2, 0.4, 0.1], [0.5, -0.1, -0.1], [-0.1, 1.1, 0.3], [0.5, -1.4, -1.1], [-1.3, -0.4, 0.8], [0.2, 1.9, -0.7], [0.7, -0.5, 0.9], [0.1, -0.2, 0.7], [0.6, 1.6, -1.3], [0.1, -2.0, 1.6], [-0.7, 0.7, -0.6], [0.1, 0.1, 0.1], [0.2, -0.2, 0.4], [0.0, -0.5, -0.6], [0.2, 0.3, 0.5], [-0.3, 0.1, 0.0], [-0.5, -0.4, 0.3], [-0.2, -0.5, -0.1], [0.2, 0.7, -0.6], [0.1, -0.5, 0.1], [-0.1, 0.2, 0.0], [0.0, 0.5, -0.1], [0.2, -0.7, 0.6], [0.3, -0.1, -0.1], [-0.3, 0.4, -0.1], [0.1, -0.3, -0.8], [0.7, 1.1, -1.6], [-0.2, -1.3, 1.6], [0.6, -0.1, 0.9], [-1.0, 0.3, 0.6], [-0.2, 0.7, -0.3], [0.3, -0.4, 0.7], [0.4, 0.6, 0.4], [0.6, -1.3, 0.3], [0.6, 0.4, 0.3], [-0.5, -1.0, 0.4], [0.1, 0.7, 0.1], [0.0, 0.0, 0.1], [0.2, 0.3, -0.1], [-0.3, -0.2, -0.7], [0.3, -0.2, -0.4], [0.0, -0.6, -0.6], [0.2, 1.1, -0.4], [-0.1, 0.8, -0.4], [-0.4, -0.6, -0.3], [-0.4, 0.2, 0.1], [-0.4, 0.1, -0.7], [0.1, 0.0, 0.0], [-0.4, -0.3, -0.1], [-0.3, -0.2, 0.1]],
  "s2": 0.75,
  "homo_lumo_gap_ev": [2.217, 7.957],
  "max_force_ev_per_a": 2.69,
  "multiplicity": 2,
  "lumo_ev": [-0.4, -0.5]
}